[1]
112
Properties=species:S:1:pos:R:3 method="wB97M-V/def2-TZVPD" e_homo_ev=-6.70 e_above_lowest_kcal_mol=42.8 homo_lumo_gap_ev=6.883 lumo_ev=0.181
Cu 0.82 0.44 -0.16
C 5.28 -3.03 -2.44
C 5.30 -3.03 -0.90
C 6.44 -3.92 -0.39
C 5.47 -1.58 -0.47
C 6.70 -0.95 -0.32
C 6.79 0.41 -0.06
C 5.65 1.19 0.06
C 4.40 0.59 -0.05
P 2.82 1.48 0.14
C 3.10 2.96 -0.87
C 3.37 4.24 -0.42
C 3.42 5.29 -1.32
C 3.19 5.07 -2.67
C 2.93 3.79 -3.13
C 2.88 2.74 -2.23
C 2.83 2.01 1.87
C 3.59 1.37 2.84
C 3.37 1.66 4.18
C 2.39 2.57 4.55
C 1.62 3.19 3.58
C 1.84 2.92 2.24
C 4.33 -0.78 -0.32
O 3.07 -1.28 -0.41
C 2.89 -2.63 -0.32
C 1.58 -3.03 -0.07
C 1.30 -4.38 0.04
C 2.33 -5.30 -0.06
C 3.63 -4.88 -0.31
C 3.93 -3.54 -0.46
P 0.29 -1.73 0.15
C -0.22 -2.09 1.86
C 0.66 -2.71 2.74
C 0.37 -2.75 4.10
C -0.77 -2.15 4.59
C -1.63 -1.50 3.72
C -1.36 -1.47 2.37
C -0.86 -2.33 -1.13
C -1.69 -3.44 -1.08
C -2.44 -3.78 -2.19
C -2.37 -3.02 -3.35
C -1.55 -1.91 -3.40
C -0.79 -1.57 -2.30
H 6.23 -2.66 -2.84
H 4.48 -2.39 -2.81
H 5.12 -4.04 -2.81
H 7.40 -3.56 -0.76
H 6.32 -4.93 -0.76
H 6.46 -3.94 0.70
H 7.61 -1.51 -0.41
H 7.76 0.87 0.04
H 5.71 2.25 0.26
H 3.52 4.43 0.64
H 3.61 6.29 -0.97
H 3.19 5.90 -3.36
H 2.74 3.61 -4.18
H 2.65 1.73 -2.56
H 4.34 0.65 2.55
H 3.96 1.17 4.94
H 2.20 2.77 5.59
H 0.84 3.88 3.87
H 1.24 3.39 1.47
H 0.29 -4.71 0.23
H 2.12 -6.35 0.05
H 4.40 -5.63 -0.38
H 1.56 -3.17 2.37
H 1.06 -3.25 4.77
H -0.98 -2.17 5.65
H -2.51 -1.01 4.10
H -2.02 -0.95 1.69
H -1.79 -4.00 -0.16
H -3.09 -4.65 -2.15
H -2.97 -3.29 -4.21
H -1.53 -1.28 -4.28
H -0.17 -0.68 -2.31
Br -0.64 2.68 -0.84
C -6.68 2.13 -3.54
C -5.60 3.19 -3.75
C -4.82 3.50 -2.48
C -4.08 2.30 -1.93
Ge -2.97 2.81 -0.33
C -3.08 2.49 1.66
C -4.39 2.98 2.26
C -5.60 2.19 1.77
C -5.65 0.77 2.34
H -7.23 1.97 -4.47
H -7.38 2.45 -2.78
H -6.25 1.18 -3.24
H -6.07 4.11 -4.11
H -4.90 2.85 -4.52
H -5.51 3.88 -1.71
H -4.10 4.30 -2.69
H -3.41 1.89 -2.69
H -4.75 1.50 -1.63
H -2.99 4.40 -0.37
H -2.24 3.05 2.09
H -2.92 1.44 1.88
H -4.52 4.03 2.01
H -4.34 2.90 3.35
H -5.57 2.13 0.68
H -6.51 2.71 2.05
H -4.73 0.24 2.14
H -6.46 0.22 1.88
H -5.80 0.79 3.41
C -4.75 -3.08 0.61
O -3.71 -2.14 0.46
C -3.96 -1.04 -0.26
S -5.42 -0.76 -0.98
S -2.61 -0.04 -0.37
H -4.29 -3.99 1.00
H -5.22 -3.28 -0.36
H -5.49 -2.71 1.31

[2]
112
Properties=species:S:1:pos:R:3 method="wB97M-V/def2-TZVPD" total_charge=+1 e_homo_ev="-9.47 / -10.74" homo_lumo_gap_ev="7.682 / 7.431" spin_multiplicity=6 lumo_ev="-1.791 / -3.307" s2=8.77
Ru 0.02 -0.74 -0.32
C -1.13 -3.39 2.95
Si -1.06 -1.52 3.11
C -0.60 -1.15 4.89
C -2.79 -0.83 2.85
N 0.00 -0.77 1.95
P 1.58 -0.45 1.92
C 1.83 0.09 0.27
P 1.53 1.75 -0.20
N -0.05 1.87 -0.07
Si -1.21 3.13 0.11
C -0.66 4.68 -0.79
C -1.59 3.46 1.92
C -2.85 2.62 -0.66
C 2.04 1.99 -1.93
C 3.01 2.92 -2.31
C 3.30 3.12 -3.65
C 2.63 2.40 -4.62
C 1.66 1.48 -4.26
C 1.37 1.28 -2.92
C 2.62 2.86 0.73
C 3.98 2.56 0.72
C 4.88 3.38 1.37
C 4.43 4.51 2.05
C 3.07 4.80 2.07
C 2.17 3.98 1.41
C 2.07 0.71 3.20
C 3.39 0.82 3.63
C 3.72 1.76 4.58
C 2.75 2.60 5.11
C 1.43 2.51 4.67
C 1.10 1.56 3.71
C 2.62 -1.91 2.13
C 3.26 -2.50 1.04
C 3.98 -3.67 1.20
C 4.06 -4.28 2.44
C 3.43 -3.69 3.54
C 2.72 -2.51 3.38
H -1.96 -3.77 3.56
H -1.30 -3.75 1.93
H -0.21 -3.86 3.32
H -1.36 -1.60 5.53
H 0.36 -1.59 5.19
H -0.56 -0.09 5.13
H -3.50 -1.36 3.49
H -2.83 0.23 3.12
H -3.16 -0.95 1.83
H 0.38 4.95 -0.61
H -0.77 4.54 -1.87
H -1.27 5.54 -0.51
H -0.75 3.84 2.50
H -2.41 4.17 2.01
H -1.91 2.52 2.40
H -2.73 2.25 -1.69
H -3.41 1.89 -0.08
H -3.49 3.51 -0.73
H 3.53 3.51 -1.56
H 4.05 3.85 -3.93
H 2.86 2.56 -5.67
H 1.13 0.92 -5.01
H 0.59 0.57 -2.66
H 4.34 1.67 0.21
H 5.94 3.15 1.36
H 5.13 5.16 2.55
H 2.71 5.67 2.61
H 1.12 4.22 1.43
H 4.15 0.16 3.23
H 4.75 1.85 4.92
H 3.01 3.34 5.86
H 0.67 3.16 5.07
H 0.08 1.49 3.34
H 3.19 -2.02 0.07
H 4.48 -4.12 0.34
H 4.62 -5.19 2.57
H 3.51 -4.15 4.52
H 2.25 -2.05 4.25
N -2.29 -0.63 -0.73
C -3.10 -1.84 -0.69
C -4.48 -1.76 -0.63
C -5.25 -2.91 -0.54
C -4.63 -4.15 -0.51
C -3.25 -4.24 -0.60
C -2.47 -3.09 -0.70
P -0.67 -3.10 -0.79
C -0.31 -2.67 -2.54
C 1.04 -2.61 -2.90
C 1.41 -2.23 -4.18
C 0.43 -1.89 -5.11
C -0.91 -1.94 -4.75
C -1.28 -2.33 -3.47
C -0.06 -4.79 -0.62
C 0.72 -5.12 0.49
C 1.23 -6.40 0.62
C 0.95 -7.36 -0.34
C 0.18 -7.04 -1.45
C -0.32 -5.75 -1.59
H -2.55 -0.03 0.05
H -2.51 -0.08 -1.56
H -4.96 -0.78 -0.63
H -6.33 -2.84 -0.48
H -5.22 -5.05 -0.43
H -2.77 -5.21 -0.58
H 1.81 -2.88 -2.18
H 2.45 -2.19 -4.46
H 0.71 -1.59 -6.11
H -1.68 -1.68 -5.48
H -2.33 -2.39 -3.21
H 0.95 -4.36 1.23
H 1.84 -6.65 1.48
H 1.35 -8.36 -0.23
H -0.02 -7.78 -2.21
H -0.90 -5.50 -2.47

Computed M (g mol⁻¹) in order:
1017.11, 935.16